ORCA calculation (the ωB97M-V functional and the def2-TZVPD basis) on a cluster of 11 separate species, C40H80F22N12O8P3S4 in total.

The geometry in XYZ format:
```
169
Properties=species:S:1:pos:R:3:mulliken_charge:R:1
C 2.81183 7.17207 -2.72909 -1.2567
C 3.45728 6.45420 -1.55466 -0.4575
N 3.81432 5.00226 -1.75071 0.3748
C 3.70552 3.92845 -0.90182 -0.4534
C 4.15759 2.71239 -1.38773 -0.8758
N 4.47077 3.03600 -2.72305 0.1848
C 4.37970 4.41920 -2.83946 -0.4126
C 4.74414 2.14899 -3.93721 -0.8537
H 1.97221 6.65043 -3.18847 0.2339
H 3.62941 7.13474 -3.44899 0.4900
H 2.42018 8.12887 -2.38376 0.3317
H 2.84841 6.54605 -0.65525 0.3639
H 4.39799 7.00038 -1.48504 0.4059
H 3.33390 4.23451 0.06493 0.5609
H 4.08537 1.65713 -1.16953 0.8762
H 4.92740 4.81832 -3.68037 0.5248
H 4.11572 1.26964 -4.07838 0.2306
H 5.79297 1.90687 -4.10877 0.2861
H 4.35487 2.77862 -4.73730 0.4485
C -3.40843 -0.02002 -6.75336 -1.0613
C -4.16809 -1.20621 -6.24910 -0.3892
N -3.23781 -2.28075 -5.61789 0.2289
C -3.56155 -3.14356 -4.53368 -0.8150
C -2.35380 -3.85263 -4.24700 -0.2399
N -1.36781 -3.43693 -5.10337 0.3755
C -1.95420 -2.56644 -6.00462 -0.3128
C 0.00654 -3.97601 -5.15642 -0.8078
H -2.60509 -0.35084 -7.41160 0.2986
H -2.96177 0.55038 -5.93896 0.2006
H -4.09475 0.57888 -7.35201 0.4207
H -4.82246 -1.72583 -6.94903 0.3969
H -4.82948 -0.88881 -5.44292 0.3287
H -4.55931 -3.20586 -4.12503 0.4871
H -2.17119 -4.71360 -3.62108 0.4843
H -1.41519 -2.11773 -6.82592 0.3764
H -0.06828 -5.03104 -4.89295 0.4114
H 0.59182 -3.46396 -4.39264 0.2304
H 0.44767 -3.77004 -6.13165 0.3112
C 2.34059 -4.62601 -2.03035 -0.9370
C 1.53890 -5.92663 -1.96448 -0.3873
N 1.21144 -6.35918 -0.58102 0.2429
C 0.82790 -5.48622 0.43887 -0.4409
C 0.72500 -6.17972 1.64383 -0.9373
N 1.21630 -7.48547 1.31506 0.1575
C 1.58210 -7.53242 0.00648 -0.2170
C 1.44135 -8.66542 2.19913 -0.8836
H 1.67429 -3.78337 -2.21501 -0.0295
H 3.18728 -4.65491 -2.71619 0.5230
H 2.88527 -4.52608 -1.09150 0.5569
H 1.91851 -6.77255 -2.53756 0.3937
H 0.60171 -5.72692 -2.48399 0.1390
H 0.68731 -4.43954 0.21280 0.8422
H 0.65578 -5.86450 2.67448 0.5339
H 2.11351 -8.32146 -0.50480 0.4126
H 2.25968 -8.28734 2.81189 0.4164
H 1.64762 -9.62133 1.71769 0.2875
H 0.70592 -8.68949 3.00329 0.3418
C -0.79766 4.75161 4.73977 -1.7083
C -1.35754 4.60221 3.30269 0.7107
N -2.77219 4.68687 3.27754 0.4319
C -3.67734 3.92787 4.03891 -0.3723
C -4.90032 4.32433 3.58284 -0.7804
N -4.80471 5.11131 2.44833 0.2132
C -3.50356 5.34696 2.27920 -0.4603
C -5.85590 5.50539 1.54017 -0.9357
H 0.03297 5.45324 4.81628 0.3452
H -0.39382 3.82026 5.13676 0.3475
H -1.54241 5.22145 5.38218 0.4744
H -1.08322 3.63384 2.88422 -0.3592
H -1.00161 5.42294 2.67994 0.2019
H -3.30497 3.27412 4.81373 0.5797
H -5.90437 4.16722 3.94837 0.4757
H -3.06325 5.94687 1.49649 0.6579
H -5.42519 5.99901 0.66901 0.3392
H -6.45278 6.30785 1.97362 0.3372
H -6.33547 4.61461 1.13443 0.3888
C -2.88103 0.91523 2.00610 -1.4239
C -2.27271 1.24530 0.66307 0.2711
C -1.00017 0.43866 0.48272 0.3378
N -0.09451 0.85237 -0.72304 0.7030
C 0.60484 2.15160 -0.50809 0.1186
C -0.94948 1.00381 -2.03270 -0.7028
C -1.26844 -0.44714 -2.34297 -0.4236
C 0.02619 -1.22087 -2.03988 0.9219
C 0.85033 -0.28826 -1.08891 0.8161
H -3.87052 1.36350 2.09589 0.5622
H -2.43543 1.31689 2.91615 0.0857
H -2.93862 -0.17304 2.02738 0.1609
H -2.18529 2.33106 0.70281 -0.8907
H -3.01856 1.11154 -0.12047 0.5131
H -1.20467 -0.63196 0.47531 0.0981
H -0.38213 0.77565 1.31492 0.4437
H -0.18235 2.83511 -0.18988 -0.5840
H 1.13795 2.44764 -1.41155 0.2610
H 1.36542 2.16433 0.27258 0.0265
H -0.23058 1.41855 -2.73928 0.6931
H -1.75654 1.72874 -1.92672 0.2746
H -1.61781 -0.57716 -3.36724 0.1810
H -2.08743 -0.74532 -1.68840 0.0680
H 0.55347 -1.39427 -2.97797 0.1261
H -0.13851 -2.17813 -1.54528 -0.5597
H 1.68002 0.17585 -1.62211 0.2118
H 1.06360 -0.84470 -0.17623 -1.3400
C 2.08350 -2.01779 2.74999 -1.1303
C 0.63005 -2.33425 3.30535 2.5225
C 0.66621 -2.59866 4.80717 -1.5453
N -0.73134 -2.52812 5.44358 0.4681
C -1.37652 -1.15758 5.09278 -1.4315
C -1.69504 -3.68812 4.96958 0.0848
C -2.07356 -4.45276 6.27299 -0.8218
C -1.01560 -4.16220 7.30658 -0.5067
C -0.66050 -2.79534 6.98253 -0.5784
H 2.45551 -1.16558 3.31871 0.5295
H 1.92196 -1.60447 1.75442 -0.2160
H 2.79934 -2.83947 2.77272 0.3265
H 0.53514 -3.30439 2.81758 -0.6296
H -0.10913 -1.61757 2.94747 -0.7436
H 1.27666 -1.79292 5.21489 0.4132
H 1.16128 -3.46879 5.23831 0.4427
H -0.60525 -0.43905 5.37017 0.5619
H -2.14211 -0.91549 5.82991 0.4119
H -1.63823 -0.96571 4.05221 0.3406
H -2.49801 -3.10138 4.52340 0.1759
H -1.07880 -4.23789 4.25818 0.0228
H -2.97999 -4.04173 6.71743 0.3285
H -2.26080 -5.52611 6.30403 0.3772
H -1.31422 -4.06091 8.34998 0.3768
H -0.15515 -4.82410 7.20852 0.3346
H -1.51963 -2.17093 7.22768 0.3227
H 0.30723 -2.43148 7.32781 0.3680
N -1.83885 5.03203 -0.41366 0.4773
S -0.38285 5.66238 -1.13326 0.5145
O -0.10669 7.08248 -1.14290 -0.5653
O 0.42655 4.78724 -2.02020 -0.3870
F 0.34975 5.33630 0.30538 -0.1420
S -2.59853 5.09002 -1.61002 0.6304
O -2.36019 4.00745 -2.61434 -0.5155
O -2.88484 6.45976 -2.09304 -0.6551
F -3.96442 4.74563 -0.89812 -0.2579
N 3.74734 3.98375 2.42848 -0.1922
S 4.25421 2.37323 2.85540 0.8514
O 3.58126 1.26764 2.16774 -0.3664
O 4.85170 2.16480 4.14804 -0.5785
F 5.60724 2.38508 1.95197 -0.3245
S 2.47986 4.01681 3.18636 0.7431
O 2.56910 4.02053 4.64280 -0.6073
O 1.27368 3.54821 2.50397 -0.0804
F 2.42082 5.55632 2.81403 -0.3914
P -2.75392 -3.39096 1.00204 1.9074
F -4.05735 -3.45363 2.05717 -0.4387
F -3.48520 -4.43683 0.04228 -0.3733
F -3.37856 -2.07978 0.24143 -0.3980
F -1.59483 -3.28051 -0.07909 -0.4837
F -1.95003 -2.39371 2.01244 -0.6730
F -2.04979 -4.62577 1.74720 -0.3624
P 0.77847 0.77944 -5.94448 1.2423
F 1.57164 0.95594 -4.53987 -0.2951
F 0.61235 -0.74274 -5.65623 -0.2989
F -0.61488 1.06276 -5.10460 -0.3887
F -0.30680 0.72878 -7.21032 -0.4107
F 1.05685 2.37818 -6.13780 -0.4030
F 1.89329 0.26830 -6.99239 -0.3790
P 5.14408 -1.74143 -1.65835 1.5113
F 5.37005 -0.11550 -1.89675 -0.4148
F 3.86061 -1.55540 -0.54634 -0.5125
F 4.14238 -1.91864 -2.98881 -0.3519
F 5.10232 -3.34223 -1.48629 -0.4120
F 6.39201 -1.99242 -2.73666 -0.4021
F 6.12884 -1.70286 -0.42292 -0.4001
```

The value obtained for the calculated total energy is -208033.5189 eV. Its LUMO energy is -2.441 eV. The total charge is +1. The maximum force is 13.6 eV Å⁻¹.

---

ORCA calculation (the ωB97M-V functional and the def2-TZVPD basis) on a structure of composition C31H29BrN7ORuSSb.

The geometry in XYZ format:
```
72
Properties=species:S:1:pos:R:3:lowdin_spin:R:1
Ru 1.07545 -0.25141 1.26214 0.7491
N -1.42105 -1.93581 4.41509 0.0000
C -0.73635 -1.25338 3.48282 0.0062
S 0.25979 -2.17260 2.39437 0.0385
N -0.89257 0.05546 3.49279 0.0035
N -0.16306 0.69513 2.54042 0.0020
C -0.31181 1.97899 2.40983 -0.0032
C -1.22472 2.79021 3.24565 -0.0006
C -1.02092 2.89014 4.61883 -0.0003
C -1.86500 3.67120 5.39017 0.0000
C -2.92416 4.34712 4.79833 -0.0002
C -3.13690 4.24342 3.43189 0.0000
C -2.28558 3.47073 2.65559 -0.0002
C 0.51144 2.58668 1.35682 -0.0017
C 0.53875 3.94835 1.09002 -0.0008
C 1.34472 4.42004 0.06690 -0.0017
C 2.10801 3.52438 -0.66517 0.0011
C 2.05212 2.18218 -0.33713 0.0033
N 1.28085 1.72739 0.64996 0.0167
H -1.41063 -2.93920 4.41901 0.0008
H -2.07601 -1.44098 4.99635 -0.0002
H -0.20710 2.34572 5.08034 0.0000
H -1.70018 3.74970 6.45644 0.0000
H -3.58443 4.95337 5.40390 0.0000
H -3.96499 4.76328 2.96908 0.0000
H -2.45230 3.38909 1.58741 0.0000
H -0.06477 4.61923 1.68348 -0.0001
H 1.37565 5.47811 -0.15481 -0.0001
H 2.74560 3.85137 -1.47343 0.0004
H 2.63815 1.43674 -0.86004 -0.0004
Br -3.86108 -4.63448 -10.15209 0.0014
C -3.11920 -3.97824 -8.54576 0.0045
C -3.91360 -3.89312 -7.41401 -0.0009
C -3.35882 -3.40089 -6.24421 0.0040
C -2.02649 -3.01259 -6.20989 -0.0002
C -1.23634 -3.10265 -7.35294 0.0038
C -1.78561 -3.58484 -8.52495 -0.0007
N -1.56325 -2.52307 -4.95404 0.0210
N -0.33919 -2.33088 -4.91166 -0.0078
C 0.18822 -1.94523 -3.64685 0.0322
C 1.55211 -2.12161 -3.55319 -0.0092
C 2.27925 -1.84840 -2.38640 0.0387
C 1.62327 -1.34083 -1.28812 -0.0179
O 2.24387 -1.05834 -0.13880 0.1309
C 0.21734 -1.09703 -1.38026 0.0007
N -0.33883 -0.56453 -0.26156 -0.0090
C -1.63384 -0.33268 -0.22245 0.0109
C -2.45474 -0.58833 -1.32468 -0.0056
C -1.91457 -1.10601 -2.47392 0.0099
C -0.53104 -1.39809 -2.53436 -0.0029
H -4.94777 -4.20418 -7.44951 -0.0001
H -3.95042 -3.32121 -5.34138 0.0001
H -0.20230 -2.79120 -7.31644 0.0002
H -1.18895 -3.65690 -9.42335 -0.0001
H 2.05183 -2.51140 -4.43008 -0.0012
H 3.34339 -2.03065 -2.32543 0.0020
H -2.03099 0.07110 0.70150 0.0006
H -3.51182 -0.37350 -1.25884 -0.0005
H -2.53716 -1.30346 -3.33007 0.0007
C 2.49820 0.13171 5.02989 -0.0021
Sb 2.98672 -0.19809 2.99402 -0.0100
C 4.57484 1.18754 2.72361 -0.0027
C 4.02679 -2.03771 3.08581 -0.0017
H 3.36149 -0.09253 5.65347 -0.0003
H 1.66776 -0.51548 5.30839 0.0000
H 2.20562 1.17017 5.17815 0.0000
H 5.43122 0.89078 3.32618 -0.0003
H 4.25436 2.18511 3.02111 0.0000
H 4.86430 1.20754 1.67412 0.0000
H 4.98718 -1.90608 3.58033 -0.0002
H 4.17873 -2.40977 2.07430 -0.0001
H 3.42148 -2.75456 3.63734 0.0000
```

The value obtained for the calculated total energy is -135088.9408 eV. The calculation puts the energy relative to the best compared isomer or geometry (same formula, charge and spin) at 0.0 kcal/mol. As for the spin multiplicity: 2. Its LUMO energy (spin up / spin down) is -3.361 / -4.222 eV. The total charge is +1. The maximum force is 1.2 eV Å⁻¹.

---

ORCA calculation (the ωB97M-V functional and the def2-TZVPD basis) on a structure of composition C5H6O2.

The geometry in XYZ format:
```
13
Properties=species:S:1:pos:R:3:nbo_charge:R:1
C 0.57192 1.65841 1.00293 -0.6752
O 0.15511 -2.04351 1.04804 -0.5209
C -0.13315 -1.95034 -0.11884 0.4119
C -0.93322 -0.79830 -0.68533 -0.0126
O -1.24559 0.07250 0.43409 -0.4601
C -0.04964 0.66547 0.15677 0.3594
C 0.19688 0.13302 -1.05438 -0.4366
H 1.67176 1.65039 1.00266 0.2487
H 0.14031 1.84081 1.99693 0.2522
H 0.30983 -2.61143 -0.89013 0.1131
H -1.78282 -1.02299 -1.33281 0.2034
H 0.08723 2.27856 0.10991 0.2857
H 1.01315 0.14031 -1.75818 0.2310
```

The value obtained for the calculated total energy is -9373.3903 eV. The calculation puts the energy relative to the best compared isomer or geometry (same formula, charge and spin) at 85.4 kcal/mol. Its LUMO energy is 1.018 eV. The maximum force is 3.2 eV Å⁻¹.